No. 1
Density functional theory data (ωB97M-V with the def2-TZVPD basis set) for a molecular structure, C19H14ClI2NO2Se4V at a distorted geometry.

Geometry as XYZ:
```
44
C19H14ClI2NO2Se4V | the OMol25 dataset | ωB97M-V with the def2-TZVPD basis set
V 0.424 0.961 0.716
Cl -3.207 3.677 -5.050
C -2.607 2.805 -3.641
C -3.403 1.802 -3.073
C -2.934 1.129 -1.974
C -1.666 1.407 -1.382
O -1.303 0.760 -0.351
C -0.870 2.432 -2.000
C 0.424 2.793 -1.539
O 1.060 2.254 -0.610
C -1.382 3.114 -3.125
H -4.370 1.571 -3.499
H -3.529 0.356 -1.503
H 0.948 3.602 -2.065
H -0.784 3.895 -3.582
I 3.968 -1.827 1.654
C 4.972 -0.925 0.006
I 4.488 1.127 -0.296
H 4.699 -1.469 -0.890
H 6.036 -1.008 0.190
Se -1.349 2.962 1.746
Se -0.736 3.778 3.878
Se 1.247 2.583 4.444
Se 2.234 2.115 2.378
C -1.627 -1.141 4.035
C -1.793 -2.404 3.488
C -1.207 -2.709 2.273
C -0.465 -1.730 1.606
N -0.343 -0.504 2.144
C -0.896 -0.210 3.317
C 0.251 -1.960 0.326
C 0.261 -3.228 -0.261
C 0.943 -3.439 -1.449
C 1.600 -2.373 -2.052
C 1.581 -1.116 -1.458
C 0.930 -0.864 -0.247
H -2.064 -0.860 4.983
H -2.380 -3.156 4.005
H -1.331 -3.689 1.838
H -0.741 0.799 3.674
H -0.250 -4.067 0.198
H 0.957 -4.424 -1.903
H 2.123 -2.526 -2.992
H 2.091 -0.293 -1.955
```

## Properties
electronic energy = -341315.824 eV
orbital gap (alpha / beta) = 4.107 / 4.252 eV
multiplicity = 4
molecular weight = 944.37 g mol⁻¹
LUMO energy (alpha / beta) = 3.83 / 3.83 eV
expectation value of S² = 3.773
ΔE to the lowest compared entry with this formula, charge and spin = 73.3 kJ/mol
total charge = -2

How positive or negative is each atom? The Mulliken charges in e answer that:
1. V -0.58
2. Cl -0.31
3. C 0.30
4. C -0.61
5. C -0.68
6. C -0.15
7. O -0.30
8. C 1.50
9. C -0.42
10. O -0.35
11. C -0.97
12. H 0.38
13. H 0.37
14. H 0.16
15. H 0.35
16. I 0.07
17. C -0.88
18. I 0.05
19. H 0.31
20. H 0.43
21. Se -0.35
22. Se -0.31
23. Se -0.39
24. Se -0.30
25. C -1.07
26. C -0.28
27. C -0.92
28. C 1.02
29. N 0.42
30. C 0.26
31. C 0.82
32. C -0.60
33. C -0.69
34. C -0.67
35. C -0.31
36. C 0.26
37. H 0.40
38. H 0.39
39. H 0.30
40. H -0.01
41. H 0.21
42. H 0.36
43. H 0.37
44. H 0.41

---

No. 2
Density functional theory data (ωB97M-V with the def2-TZVPD basis set) for a molecular structure, C19H14F3N2O4S2 at a distorted geometry.

Geometry as XYZ:
```
44
C19H14F3N2O4S2 | the OMol25 dataset | ωB97M-V with the def2-TZVPD basis set
F -0.558 6.370 -2.366
C -0.922 5.225 -1.664
F -1.217 5.552 -0.361
F -2.032 4.681 -2.233
S 0.539 4.179 -1.731
N -0.470 2.730 -1.319
C -0.764 1.992 -2.468
O -0.825 2.429 -3.606
C -0.862 0.556 -2.015
C 0.017 0.500 -0.772
C 0.213 2.087 -0.308
O 1.269 2.446 0.255
H -1.900 0.332 -1.764
H -0.532 -0.124 -2.820
H -0.597 1.188 0.003
H 1.073 0.517 -1.057
C 0.969 0.843 5.150
C 1.283 1.617 4.032
C 1.485 1.011 2.793
C 1.391 -0.375 2.675
S 1.567 -1.127 1.022
C 0.065 -0.681 0.106
C -0.298 -1.887 -0.760
C -1.661 -2.095 -1.005
C -2.061 -3.071 -1.899
C -1.090 -3.812 -2.572
C -1.494 -4.862 -3.466
N -1.839 -5.665 -4.247
C 0.281 -3.553 -2.401
C 0.677 -2.541 -1.516
O 2.750 -0.608 0.397
O 1.475 -2.547 1.288
C 1.077 -1.164 3.790
C 0.862 -0.549 5.025
H 0.802 1.315 6.110
H 1.372 2.698 4.104
H 1.685 1.597 1.909
H -0.608 -0.565 0.934
H -2.386 -1.474 -0.475
H -3.128 -3.290 -2.019
H 1.044 -4.157 -2.887
H 1.737 -2.309 -1.426
H 0.999 -2.245 3.675
H 0.612 -1.165 5.890
```

## Properties
electronic energy = -60918.505 eV
orbital gap = 4.580 eV
molecular weight = 455.46 g mol⁻¹
LUMO energy = 2.31 eV
total charge = -1

How positive or negative is each atom? The Mulliken charges in e answer that:
1. F -0.27
2. C 0.78
3. F -0.24
4. F -0.23
5. S -0.19
6. N 0.31
7. C 0.24
8. O -0.62
9. C -0.49
10. C 0.21
11. C -0.47
12. O -0.65
13. H 0.30
14. H 0.26
15. H -0.07
16. H 0.04
17. C -0.33
18. C -0.71
19. C -0.33
20. C -0.17
21. S 1.75
22. C 0.03
23. C -0.04
24. C -0.36
25. C -0.86
26. C 0.76
27. C -0.07
28. N -0.58
29. C -0.97
30. C -0.12
31. O -0.67
32. O -0.70
33. C -0.27
34. C -0.51
35. H 0.37
36. H 0.41
37. H 0.47
38. H 0.44
39. H 0.49
40. H 0.41
41. H 0.41
42. H 0.46
43. H 0.42
44. H 0.36

---

No. 3
Density functional theory data (ωB97M-V with the def2-TZVPD basis set) for 2 unconnected molecules or ions with the total composition C19H14FNO3 at a distorted geometry.

Geometry as XYZ:
```
38
C19H14FNO3 | the OMol25 dataset | ωB97M-V with the def2-TZVPD basis set
F -1.519 -1.711 -4.540
C -1.065 -1.696 -3.245
C -2.002 -1.623 -2.214
C -1.527 -1.557 -0.915
C -0.127 -1.582 -0.601
C 0.234 -1.411 0.766
C 1.460 -1.599 1.461
C 1.392 -1.699 2.892
C 2.530 -1.830 3.672
C 3.799 -1.883 3.069
C 3.895 -1.818 1.672
C 2.761 -1.659 0.880
C 0.766 -1.725 -1.702
C 0.307 -1.746 -3.015
H -3.068 -1.589 -2.421
H -2.239 -1.464 -0.097
H -0.623 -1.240 1.420
H 0.404 -1.669 3.358
H 2.442 -1.889 4.760
H 4.696 -1.983 3.683
H 4.876 -1.882 1.197
H 2.878 -1.547 -0.192
H 1.830 -1.793 -1.522
H 1.002 -1.792 -3.851
O -4.072 0.977 -0.180
N -3.846 2.174 -0.471
O -4.724 2.962 -0.873
C -2.495 2.653 -0.336
C -2.174 3.960 -0.748
C -0.835 4.374 -0.658
C 0.150 3.516 -0.197
C -0.126 2.108 0.136
O 0.754 1.238 0.350
C -1.539 1.787 0.158
H -2.964 4.612 -1.115
H -0.576 5.391 -0.962
H 1.189 3.831 -0.112
H -1.849 0.804 0.494
```

## Properties
electronic energy = -30274.506 eV
orbital gap = 3.899 eV
molecular weight = 323.32 g mol⁻¹
LUMO energy = -2.79 eV
ΔE to the lowest compared entry with this formula, charge and spin = 0.0 kJ/mol

How positive or negative is each atom? The Mulliken charges in e answer that:
1. F -0.31
2. C 0.51
3. C -0.73
4. C -0.40
5. C 1.30
6. C -0.55
7. C 1.14
8. C -0.45
9. C -0.65
10. C -0.29
11. C -0.95
12. C -0.19
13. C -0.09
14. C -0.98
15. H 0.44
16. H 0.31
17. H 0.14
18. H 0.37
19. H 0.37
20. H 0.38
21. H 0.38
22. H 0.41
23. H 0.18
24. H 0.45
25. O -0.61
26. N 0.97
27. O -0.61
28. C -0.09
29. C -0.52
30. C -0.34
31. C -0.66
32. C 0.14
33. O -0.59
34. C 0.00
35. H 0.42
36. H 0.33
37. H 0.38
38. H 0.38

---

No. 4
Density functional theory data (ωB97M-V with the def2-TZVPD basis set) for a molecular structure, C19H15AsGdN5OS5 at a distorted geometry.

Geometry as XYZ:
```
47
C19H15AsGdN5OS5 | the OMol25 dataset | ωB97M-V with the def2-TZVPD basis set
Gd -1.617 -0.379 -0.158
C 3.923 -1.752 2.082
C 3.706 -0.577 2.805
C 2.490 0.095 2.698
C 1.433 -0.436 1.877
C 1.693 -1.636 1.161
C 2.932 -2.266 1.233
N 0.202 0.221 1.800
N 0.089 1.143 2.714
C -0.997 1.952 2.762
C -1.455 2.466 4.024
C -2.562 3.274 4.136
C -3.365 3.567 3.024
C -2.917 3.229 1.771
C -1.776 2.440 1.585
H 4.840 -2.308 2.211
H 4.431 -0.192 3.514
H 2.253 1.065 3.155
H 0.892 -2.061 0.531
H 3.127 -3.187 0.682
H -0.927 2.267 4.978
H -2.764 3.649 5.132
H -4.277 4.142 3.133
H -3.344 3.484 0.817
S -1.375 -3.212 -0.292
As -3.533 -2.629 0.210
S -3.277 -1.083 1.860
S -3.917 -1.373 -1.567
S -4.921 -4.090 0.709
O -2.430 1.649 -0.530
N -1.416 1.970 0.386
N 1.264 1.959 -1.260
C 1.281 0.855 -2.036
N 0.310 -0.055 -2.110
C 0.522 -0.859 -3.225
C -0.404 -1.744 -3.809
C -0.155 -2.308 -5.071
C 1.054 -2.053 -5.738
C 2.020 -1.272 -5.106
C 1.771 -0.622 -3.898
S 2.664 0.621 -3.160
H 0.481 2.118 -0.591
H 2.049 2.579 -1.313
H -1.297 -2.047 -3.254
H -0.958 -2.888 -5.584
H 1.247 -2.534 -6.699
H 3.011 -1.182 -5.589
```

## Properties
electronic energy = -165290.505 eV
orbital gap (alpha / beta) = 6.279 / 4.894 eV
multiplicity = 8
molecular weight = 721.87 g mol⁻¹
LUMO energy (alpha / beta) = -1.80 / -3.17 eV
expectation value of S² = 16.179
ΔE to the lowest compared entry with this formula, charge and spin = 0.0 kJ/mol

How positive or negative is each atom? The Mulliken charges in e answer that:
1. Gd 0.67
2. C -0.30
3. C -0.76
4. C -0.07
5. C 0.05
6. C 0.68
7. C -0.86
8. N 0.71
9. N -0.65
10. C 0.27
11. C -0.63
12. C -0.44
13. C -0.70
14. C -0.38
15. C 0.70
16. H 0.39
17. H 0.37
18. H 0.41
19. H -0.32
20. H 0.41
21. H 0.35
22. H 0.37
23. H 0.41
24. H 0.46
25. S -0.25
26. As 0.47
27. S -0.26
28. S -0.16
29. S -0.39
30. O -0.55
31. N -0.19
32. N -0.24
33. C 0.41
34. N -0.08
35. C -0.20
36. C -0.21
37. C -0.59
38. C -0.59
39. C -0.27
40. C 0.70
41. S -0.31
42. H 0.20
43. H 0.19
44. H 0.15
45. H 0.34
46. H 0.36
47. H 0.31

---

Question: Which value of molecular weight does entry 3 give?
Answer: 323.32 g mol⁻¹

---

Please write out number 3 again, unchanged.
Density functional theory data (ωB97M-V with the def2-TZVPD basis set) for 2 unconnected molecules or ions with the total composition C19H14FNO3 at a distorted geometry.

Geometry as XYZ:
```
38
C19H14FNO3 | the OMol25 dataset | ωB97M-V with the def2-TZVPD basis set
F -1.519 -1.711 -4.540
C -1.065 -1.696 -3.245
C -2.002 -1.623 -2.214
C -1.527 -1.557 -0.915
C -0.127 -1.582 -0.601
C 0.234 -1.411 0.766
C 1.460 -1.599 1.461
C 1.392 -1.699 2.892
C 2.530 -1.830 3.672
C 3.799 -1.883 3.069
C 3.895 -1.818 1.672
C 2.761 -1.659 0.880
C 0.766 -1.725 -1.702
C 0.307 -1.746 -3.015
H -3.068 -1.589 -2.421
H -2.239 -1.464 -0.097
H -0.623 -1.240 1.420
H 0.404 -1.669 3.358
H 2.442 -1.889 4.760
H 4.696 -1.983 3.683
H 4.876 -1.882 1.197
H 2.878 -1.547 -0.192
H 1.830 -1.793 -1.522
H 1.002 -1.792 -3.851
O -4.072 0.977 -0.180
N -3.846 2.174 -0.471
O -4.724 2.962 -0.873
C -2.495 2.653 -0.336
C -2.174 3.960 -0.748
C -0.835 4.374 -0.658
C 0.150 3.516 -0.197
C -0.126 2.108 0.136
O 0.754 1.238 0.350
C -1.539 1.787 0.158
H -2.964 4.612 -1.115
H -0.576 5.391 -0.962
H 1.189 3.831 -0.112
H -1.849 0.804 0.494
```

## Properties
electronic energy = -30274.506 eV
orbital gap = 3.899 eV
molecular weight = 323.32 g mol⁻¹
LUMO energy = -2.79 eV
ΔE to the lowest compared entry with this formula, charge and spin = 0.0 kJ/mol

How positive or negative is each atom? The Mulliken charges in e answer that:
1. F -0.31
2. C 0.51
3. C -0.73
4. C -0.40
5. C 1.30
6. C -0.55
7. C 1.14
8. C -0.45
9. C -0.65
10. C -0.29
11. C -0.95
12. C -0.19
13. C -0.09
14. C -0.98
15. H 0.44
16. H 0.31
17. H 0.14
18. H 0.37
19. H 0.37
20. H 0.38
21. H 0.38
22. H 0.41
23. H 0.18
24. H 0.45
25. O -0.61
26. N 0.97
27. O -0.61
28. C -0.09
29. C -0.52
30. C -0.34
31. C -0.66
32. C 0.14
33. O -0.59
34. C 0.00
35. H 0.42
36. H 0.33
37. H 0.38
38. H 0.38

---

Please write out number 2 again, unchanged.
Density functional theory data (ωB97M-V with the def2-TZVPD basis set) for a molecular structure, C19H14F3N2O4S2 at a distorted geometry.

Geometry as XYZ:
```
44
C19H14F3N2O4S2 | the OMol25 dataset | ωB97M-V with the def2-TZVPD basis set
F -0.558 6.370 -2.366
C -0.922 5.225 -1.664
F -1.217 5.552 -0.361
F -2.032 4.681 -2.233
S 0.539 4.179 -1.731
N -0.470 2.730 -1.319
C -0.764 1.992 -2.468
O -0.825 2.429 -3.606
C -0.862 0.556 -2.015
C 0.017 0.500 -0.772
C 0.213 2.087 -0.308
O 1.269 2.446 0.255
H -1.900 0.332 -1.764
H -0.532 -0.124 -2.820
H -0.597 1.188 0.003
H 1.073 0.517 -1.057
C 0.969 0.843 5.150
C 1.283 1.617 4.032
C 1.485 1.011 2.793
C 1.391 -0.375 2.675
S 1.567 -1.127 1.022
C 0.065 -0.681 0.106
C -0.298 -1.887 -0.760
C -1.661 -2.095 -1.005
C -2.061 -3.071 -1.899
C -1.090 -3.812 -2.572
C -1.494 -4.862 -3.466
N -1.839 -5.665 -4.247
C 0.281 -3.553 -2.401
C 0.677 -2.541 -1.516
O 2.750 -0.608 0.397
O 1.475 -2.547 1.288
C 1.077 -1.164 3.790
C 0.862 -0.549 5.025
H 0.802 1.315 6.110
H 1.372 2.698 4.104
H 1.685 1.597 1.909
H -0.608 -0.565 0.934
H -2.386 -1.474 -0.475
H -3.128 -3.290 -2.019
H 1.044 -4.157 -2.887
H 1.737 -2.309 -1.426
H 0.999 -2.245 3.675
H 0.612 -1.165 5.890
```

## Properties
electronic energy = -60918.505 eV
orbital gap = 4.580 eV
molecular weight = 455.46 g mol⁻¹
LUMO energy = 2.31 eV
total charge = -1

How positive or negative is each atom? The Mulliken charges in e answer that:
1. F -0.27
2. C 0.78
3. F -0.24
4. F -0.23
5. S -0.19
6. N 0.31
7. C 0.24
8. O -0.62
9. C -0.49
10. C 0.21
11. C -0.47
12. O -0.65
13. H 0.30
14. H 0.26
15. H -0.07
16. H 0.04
17. C -0.33
18. C -0.71
19. C -0.33
20. C -0.17
21. S 1.75
22. C 0.03
23. C -0.04
24. C -0.36
25. C -0.86
26. C 0.76
27. C -0.07
28. N -0.58
29. C -0.97
30. C -0.12
31. O -0.67
32. O -0.70
33. C -0.27
34. C -0.51
35. H 0.37
36. H 0.41
37. H 0.47
38. H 0.44
39. H 0.49
40. H 0.41
41. H 0.41
42. H 0.46
43. H 0.42
44. H 0.36